Density functional theory data (ωB97M-V/def2-TZVPD) for 11 unconnected molecules or ions with the total composition C78H170N4O4 in a non-equilibrium geometry.

Geometry as XYZ:
```
256
C78H170N4O4 | the OMol25 dataset | ωB97M-V/def2-TZVPD
C 12.61582 12.73073 11.40287
C 13.37725 13.52365 12.54364
C 12.52670 13.61644 13.77545
C 11.33065 14.51126 13.65963
C 10.56958 14.84505 14.96696
C 9.39093 15.79124 14.81569
H 12.42666 11.72368 11.72863
H 13.03332 12.60421 10.43856
H 11.62418 13.14907 11.16587
H 14.30773 12.98121 12.75879
H 13.71782 14.47813 12.22827
H 13.14970 14.10543 14.49520
H 12.23742 12.61108 14.09597
H 11.78285 15.40508 13.28018
H 10.66610 14.14215 12.94861
H 10.26656 13.89460 15.44120
H 11.32561 15.25397 15.66624
H 8.64723 15.33372 14.16137
H 8.96251 15.97455 15.78719
H 9.76782 16.70103 14.34908
C 17.87872 25.83590 11.45335
C 16.99523 24.60852 11.23037
C 15.42904 24.88778 11.19651
C 14.65061 23.65754 11.00761
C 14.79933 22.62325 12.14146
C 13.99303 21.31256 11.90336
H 17.67520 26.42431 12.35903
H 17.70976 26.60842 10.67930
H 18.98129 25.56230 11.40900
H 17.39754 24.04818 10.31089
H 17.22598 23.91644 12.05316
H 15.21760 25.62909 10.43402
H 15.09057 25.23554 12.17415
H 13.58011 23.99780 10.88221
H 14.87134 23.25716 10.00014
H 15.85978 22.43281 12.23303
H 14.45327 23.08135 13.03331
H 14.21940 20.56141 12.67098
H 12.91344 21.60434 11.95382
H 14.10919 21.00816 10.92073
C 20.92155 19.09130 19.71815
C 19.97547 18.81727 18.65209
C 20.70896 18.16338 17.50887
C 19.88034 17.45301 16.43227
C 20.65095 16.72609 15.26228
C 21.38775 17.82513 14.55809
H 21.82470 19.51478 19.30797
H 21.25267 18.20703 20.21371
H 20.53356 19.84605 20.43821
H 19.11880 18.23612 19.04372
H 19.56952 19.76440 18.43799
H 21.17342 17.27779 17.91985
H 21.46568 18.83448 17.03966
H 19.36924 16.61857 16.97160
H 19.11510 18.15565 16.12874
H 21.24100 15.92511 15.70742
H 19.89100 16.28588 14.55559
H 20.69561 18.66171 14.45216
H 22.14746 18.25384 15.16169
H 21.76354 17.60892 13.53823
C 13.74830 17.68487 22.23036
C 13.21834 17.65301 20.81103
C 11.67502 17.63413 20.74472
C 11.05973 17.50673 19.30942
C 11.19424 18.85551 18.57156
C 10.35484 18.87115 17.20876
H 13.46013 18.59431 22.74095
H 14.83698 17.62188 22.31724
H 13.34659 16.83669 22.74502
H 13.64762 18.55786 20.29368
H 13.68924 16.79246 20.28660
H 11.18818 18.50022 21.16739
H 11.45246 16.75199 21.40414
H 11.42837 16.66560 18.74575
H 9.98392 17.37294 19.43450
H 10.90882 19.65965 19.21448
H 12.24139 19.17061 18.38156
H 10.86862 18.11019 16.61072
H 9.35491 18.56442 17.45878
H 10.35021 19.80592 16.70763
C 21.48976 14.96782 19.02298
C 20.08988 14.30875 18.72806
C 19.31333 13.73318 19.90759
C 18.93750 14.85180 20.89217
C 18.06356 14.41940 22.08367
C 18.22902 15.41298 23.18938
H 21.96987 15.54394 18.18285
H 22.24095 14.20021 19.32778
H 21.36018 15.69881 19.83765
H 19.52995 15.16732 18.35157
H 20.16401 13.50630 17.98437
H 19.96494 13.11414 20.47587
H 18.47250 13.25372 19.50764
H 19.88220 15.28556 21.15608
H 18.43508 15.66677 20.39606
H 17.01214 14.15316 21.85027
H 18.37081 13.37799 22.49895
H 17.83445 16.35273 22.99145
H 17.68720 15.16206 24.11643
H 19.31012 15.47204 23.48589
C 18.81420 23.11330 14.40366
C 19.00049 21.67710 14.97142
C 18.48672 20.59395 14.12786
C 18.90627 20.61505 12.66425
C 18.45880 19.34621 11.87247
C 17.02359 19.15041 11.53363
H 19.58396 23.72776 14.88599
H 17.78485 23.51304 14.59412
H 18.90819 23.17074 13.34479
H 20.04753 21.49074 15.13672
H 18.58296 21.57001 16.04138
H 17.39260 20.42409 14.22023
H 18.91767 19.66699 14.61959
H 18.57406 21.53689 12.18535
H 19.96640 20.64890 12.58039
H 18.95745 19.42122 10.91118
H 18.91866 18.55138 12.44052
H 16.62300 19.92641 10.90330
H 16.80596 18.23122 10.96144
H 16.36979 19.25099 12.45583
C 14.91588 8.00579 14.17867
C 13.44710 7.87169 13.70440
C 12.40545 8.16322 14.83584
C 12.42709 9.55484 15.44945
C 11.27968 9.98127 16.40181
C 9.89431 10.10698 15.79094
H 15.70388 7.84572 13.45397
H 15.10649 7.20905 14.87467
H 15.07208 9.01733 14.56124
H 13.28391 8.50560 12.85778
H 13.26778 6.83000 13.44063
H 12.61812 7.27905 15.55272
H 11.43425 8.00719 14.33570
H 13.33906 9.64306 15.93634
H 12.31670 10.18421 14.54256
H 11.35484 9.21291 17.19939
H 11.55913 10.88052 16.91461
H 9.11927 10.36069 16.52480
H 9.92413 10.87900 15.08281
H 9.56710 9.24362 15.22653
C 24.39053 16.42462 11.42731
C 23.67239 17.23765 10.14414
C 22.06962 17.04028 10.45196
C 21.45901 18.25609 9.84083
C 21.77348 19.50739 10.47156
C 23.14740 19.90074 10.12929
N 24.00858 18.62287 10.16938
O 25.23196 18.89291 9.98035
C 23.44259 20.63963 8.60333
C 23.82353 20.93519 11.06565
C 23.98346 16.50605 8.71041
H 24.18904 15.40075 11.38700
H 23.92089 16.80704 12.33568
H 25.46762 16.59010 11.51858
H 21.66259 16.11735 10.00422
H 22.10080 17.19470 11.51723
H 20.34517 18.14009 10.07343
H 21.68419 18.25855 8.77951
H 21.78851 19.36217 11.60838
H 21.13370 20.35303 10.39936
H 22.94320 19.88673 7.93462
H 23.00560 21.62103 8.29887
H 24.43105 20.61959 8.30634
H 24.65713 20.67303 11.66251
H 24.00829 21.83197 10.44590
H 22.96798 21.16672 11.86923
H 25.10700 16.51920 8.59878
H 23.62842 17.32260 8.08688
H 23.52302 15.51801 8.56029
C 16.82176 24.30240 17.26215
C 15.37039 23.90138 16.88818
C 14.55035 24.14482 18.01375
C 14.02163 25.52433 18.41862
C 13.31908 26.12575 17.16939
C 14.13688 26.25490 15.95997
N 15.00311 24.90850 15.85573
O 15.43283 24.69296 14.58453
C 13.45253 26.47268 14.78436
C 15.31309 27.32143 16.28258
C 15.34664 22.47214 16.26183
H 17.35714 25.22259 17.47306
H 17.35444 23.92039 16.35292
H 17.12151 23.51407 17.87840
H 13.50548 23.65327 17.92712
H 14.94578 23.62965 18.84333
H 14.86076 26.19728 18.66635
H 13.41127 25.59794 19.28875
H 12.75312 27.07277 17.25264
H 12.38931 25.42598 16.81654
H 12.72829 27.23314 15.10535
H 14.01481 27.06507 14.04753
H 12.84772 25.57499 14.41040
H 14.86408 28.27933 16.61840
H 16.19990 27.25528 16.89135
H 15.62534 27.60523 15.28001
H 14.38167 22.08342 15.94852
H 15.40374 22.03810 17.32220
H 16.23022 22.34459 15.69490
C 16.94284 9.75169 19.27806
C 16.73335 10.05885 20.87170
C 15.79179 11.42826 20.87555
C 14.94628 11.79453 22.09908
C 14.04568 10.65312 22.38925
C 14.89545 9.14863 22.45619
N 15.99186 8.88240 21.39769
O 16.31844 7.81024 21.50264
C 15.49116 8.85050 23.83584
C 13.70287 7.98545 22.44384
C 18.16833 10.26741 21.58704
H 16.98847 10.57695 18.59220
H 16.05833 9.15299 19.15912
H 17.44719 8.77602 19.33448
H 16.55884 12.10540 20.39141
H 15.10571 11.35453 20.10159
H 14.31946 12.68288 22.36223
H 15.77679 11.70904 22.91107
H 13.26414 10.56805 21.62861
H 13.36214 10.80453 23.25141
H 16.33918 8.19240 23.71852
H 15.96517 9.82507 24.17291
H 14.79444 8.38532 24.66454
H 14.28410 7.20702 22.97219
H 12.81797 8.27066 23.02334
H 13.70668 7.55238 21.39176
H 19.08063 10.84028 21.22442
H 18.35824 9.29286 21.94622
H 17.77390 10.67300 22.47918
C 14.22932 13.43307 17.47357
C 15.24104 14.39886 17.04427
C 15.87761 13.96757 15.66463
C 16.58333 15.13746 14.92532
C 15.50810 16.22256 14.55110
C 14.96602 17.04946 15.91892
N 14.64396 15.77563 16.99147
O 13.88341 16.13189 17.90485
C 16.02838 17.88508 16.62890
C 13.68758 17.62792 15.57929
C 16.46977 14.63052 18.10827
H 14.67111 12.40504 17.19009
H 13.38037 13.30042 16.74542
H 13.99776 13.40830 18.51606
H 16.69448 13.19776 15.71157
H 15.00745 13.63436 15.10915
H 17.35237 14.83495 14.16543
H 17.16582 15.52846 15.78271
H 14.63139 15.88957 13.93104
H 15.92504 16.90871 13.76976
H 15.58762 18.87251 16.43250
H 15.98493 17.72935 17.74690
H 16.95458 17.86590 16.01235
H 13.91929 18.40113 14.84552
H 12.99481 17.17725 14.88887
H 13.26476 17.82653 16.58489
H 17.33783 15.20328 17.87489
H 16.84262 13.56967 18.08834
H 15.77918 14.53463 18.99093
```

Results
Spin multiplicity: 5
HOMO energy (spin up / spin down): -7.30 / -8.96 eV
E: -3593.0232 Ha
Gap between HOMO and LUMO (spin up / spin down): 7.7 / 9.4 eV

Results of the Löwdin charge analysis, in e, for atoms 1 through 2:
1 C -0.077
2 C -0.232